2 unconnected molecules or ions with the total composition C5H14, computed with ωB97M-V with the def2-TZVPD basis set.

The value obtained for the electronic energy is -5409.7177 eV. Its total charge is -1. Its spin multiplicity is 2. As for the energy above the lowest of the compared OMol25 structures with the same formula, charge and spin: 18.2 kcal/mol.

Positions of all 19 atoms, in Å:
C -0.11478 1.11033 -1.61217
C 1.13938 0.30319 -1.99507
C -0.47641 -0.28796 2.09909
C 1.52228 -0.80548 -1.04930
C -1.97628 -0.24868 2.35977
H -0.03364 2.13686 -1.98627
H 2.34672 -0.62537 -0.36034
H -2.26908 -0.91681 3.17573
H 0.80884 -1.13317 -0.29828
H -2.42528 0.74391 2.37507
H -2.36097 -0.78623 1.45650
H 0.97826 -0.16242 -2.97259
H -0.23885 -0.10204 1.04460
H 0.17589 0.48250 2.54611
H -0.21847 1.24057 -0.53985
H -0.99248 0.70530 -2.12352
H 2.03788 0.96033 -2.09447
H 1.67511 -1.76717 -1.58866
H 0.07041 -1.20410 2.24851